83
Properties=species:S:1:pos:R:3:forces:R:3 method="wB97M-V/def2-TZVPD" total_charge=+1 multiplicity=2 relative_energy_kcal_mol=27.6 s2=0.792
Br -3.312110 -1.241424 6.174303 0.0 0.0 0.0
Co 0.910880 0.030802 0.041368 -0.9 -0.4 -0.1
S 0.716915 0.113501 -2.131836 0.1 0.2 0.0
P -2.269310 0.854638 0.370947 -0.1 0.4 -0.1
O -1.015779 0.020683 0.266826 0.1 -0.5 0.1
O 0.933087 -2.008422 -0.251570 0.2 0.2 0.0
N 0.964259 1.932936 -0.011694 -0.1 0.1 0.2
N 1.104921 1.798360 -4.551206 0.6 -0.3 -0.2
N 2.823995 -0.027012 0.133604 0.3 -0.2 0.1
N 0.928207 2.600506 -1.165164 0.1 0.0 0.1
N -0.597917 -3.565642 -0.794277 0.1 0.0 0.1
N 1.068583 -0.584716 2.033222 0.9 0.5 0.3
N 1.232301 2.499512 -3.396130 -0.5 0.1 0.1
C 0.350360 0.015152 -5.975671 0.0 0.0 0.1
C -1.183798 0.996854 -4.401287 0.0 0.1 0.0
C 0.108087 -0.007174 4.204437 0.0 0.0 0.1
C 0.929719 1.866560 -2.276584 0.3 0.0 -0.2
C 3.314403 -0.450469 1.322280 -0.2 0.1 0.1
C -1.983233 -1.778308 3.725311 0.0 0.0 0.0
C 0.420563 4.512435 3.277907 0.0 0.0 0.0
C 0.483457 -3.158715 -0.126522 -0.1 -0.1 0.0
C -0.648034 -0.835024 -6.411736 -0.1 0.0 0.0
C 2.299166 -0.719473 2.353049 -0.4 -0.1 -0.3
C 0.776798 2.786120 1.090125 0.1 0.1 0.0
C -0.990421 -1.609436 2.777318 0.0 0.0 0.0
C 1.359623 2.509249 2.324381 0.1 -0.1 0.0
C 3.671777 0.304802 -0.831645 0.1 0.0 0.1
C -1.915650 -0.793177 -5.840046 0.1 0.0 0.0
C -3.716444 -0.203541 0.319767 0.1 -0.1 0.0
C -2.416369 1.998617 -0.995412 0.0 -0.1 0.0
C 1.175838 3.357321 3.406250 -0.1 0.0 0.0
C 0.097141 0.925482 -4.948423 -0.1 0.1 0.0
C -2.371118 1.784639 1.897190 0.0 -0.1 0.0
C 5.556062 -0.231299 0.550322 -0.1 0.0 0.0
C -1.186478 -2.675158 -1.791755 0.0 0.1 -0.1
C -0.900817 -0.154250 5.146078 0.0 0.0 0.0
C 0.060164 -0.731595 3.023494 0.0 -0.2 -0.2
C 5.050502 0.215916 -0.652624 -0.1 0.0 0.0
C 4.666685 -0.572051 1.565971 -0.1 0.1 -0.1
C -1.090655 -4.934571 -0.723609 0.0 -0.1 0.0
C -2.175058 0.137086 -4.844300 0.0 0.0 0.0
C -1.937185 -1.040838 4.902860 0.0 0.0 0.0
C 0.043425 3.973999 0.957854 0.1 0.0 0.0
C -0.129877 4.818382 2.038860 0.0 0.0 0.0
C 1.185097 -4.124202 0.794462 0.0 0.0 0.0
H 0.616325 -4.245348 1.719247 0.0 0.0 0.0
H -3.299863 2.354422 1.930141 0.0 0.0 0.0
H -1.023898 -2.150319 1.842891 0.0 0.0 0.0
H -3.682141 -0.904243 1.153830 0.0 0.0 0.0
H -0.561612 -2.620448 -2.685428 0.0 0.0 0.0
H 1.791653 2.059415 -5.242056 -0.2 0.1 0.0
H -2.165444 -3.062261 -2.064916 0.0 0.0 0.0
H -1.654566 2.770428 -0.901946 0.0 0.0 -0.1
H -1.524555 2.468216 1.960973 -0.1 0.0 0.0
H 5.011687 -0.917768 2.529374 0.0 0.0 0.0
H 2.008847 1.651391 2.425582 -0.1 0.2 0.0
H -2.149023 -4.934010 -0.975182 0.0 0.0 0.0
H 1.652013 3.128167 4.350826 0.0 0.0 0.0
H 5.702082 0.504040 -1.462937 0.0 0.0 0.0
H 0.908278 0.698347 4.378275 0.0 0.0 0.0
H -0.879949 0.421738 6.058964 0.0 0.0 0.0
H -0.363142 4.230222 -0.008823 0.0 0.0 0.0
H -1.396483 1.764189 -3.668609 0.0 0.0 -0.1
H -3.721555 -0.761331 -0.616543 0.0 0.0 0.0
H 2.617585 -1.003564 3.356405 0.0 -0.1 0.0
H 3.233677 0.644849 -1.758480 0.0 0.0 0.0
H 1.314311 -5.107334 0.346707 0.0 0.0 0.0
H -4.625146 0.391589 0.390062 0.0 0.0 0.0
H -2.341093 1.099031 2.743387 0.0 -0.1 0.0
H -0.569804 -5.587700 -1.426962 0.0 0.0 0.0
H -1.277722 -1.670808 -1.386135 0.0 0.0 0.0
H 6.621767 -0.305689 0.708690 0.0 0.0 0.0
H -3.169446 0.209675 -4.422645 0.0 0.0 0.0
H -2.693178 -1.460633 -6.184020 0.0 0.0 0.0
H 1.335383 -0.024037 -6.422587 0.0 0.0 0.0
H 0.286556 5.177194 4.118653 0.0 0.0 0.0
H -0.984667 -5.335135 0.280645 0.0 0.0 0.0
H 2.159711 -3.709058 1.036909 0.0 0.0 0.0
H -3.402838 2.458469 -1.025398 0.0 0.0 0.0
H -2.236729 1.442065 -1.917708 0.0 0.0 0.1
H -0.698751 5.729831 1.911785 0.0 0.0 0.0
H -2.794207 -2.472442 3.555744 0.0 0.0 0.0
H -0.435843 -1.538185 -7.205384 0.0 0.0 0.0

---

17
Properties=species:S:1:pos:R:3:forces:R:3 method="wB97M-V/def2-TZVPD" total_charge=+1 relative_energy_kcal_mol=72.1 smiles=C[C@H]1NC[N@@H+]1C
N -0.983620 -0.965135 0.846577 1.5 3.6 -1.8
N 0.636675 -0.011412 -0.112249 0.6 -1.6 1.4
C -0.831557 0.289953 0.009359 -2.1 -1.2 2.5
C 1.720315 0.772514 0.457532 1.7 3.3 -0.4
C 0.380604 -1.314813 0.721167 0.5 -0.4 0.2
C -1.604532 0.364542 -1.272504 0.6 1.5 -0.7
H 1.952886 0.861595 1.514343 -1.1 -0.9 0.4
H 2.673094 0.412293 0.009085 -0.7 0.4 0.1
H 1.009147 -0.103181 -1.052631 -0.9 -0.7 -0.4
H -1.844232 -1.354080 1.063970 -1.1 -1.4 0.4
H -0.999788 -0.044660 -2.088561 -0.8 -1.0 0.0
H -2.706126 0.104873 -1.208426 1.6 0.1 -0.1
H -1.481945 1.429773 -1.533625 -0.8 -0.1 -0.1
H -1.077081 1.178536 0.630091 0.8 -0.3 -0.4
H 0.993842 -1.239596 1.649295 -0.3 -0.1 -0.6
H 1.538524 1.853345 0.177621 0.4 -1.1 -0.1
H 0.623794 -2.234546 0.188956 0.1 0.0 -0.2

---

78
Properties=species:S:1:pos:R:3:forces:R:3 method="wB97M-V/def2-TZVPD" total_charge=+1 relative_energy_kcal_mol=6.4
Si 2.204290 -2.620332 -3.960346 -0.2 0.0 -0.1
Si -0.257977 2.132176 -2.932140 0.0 -0.4 -0.5
Si -1.547073 -2.167898 0.019405 -0.2 -0.2 -0.3
Si 0.607475 -0.683546 -1.835653 -0.2 0.0 -0.5
O 1.465536 -1.147175 6.969572 -0.4 1.0 -1.4
C -1.694769 2.230694 -1.725169 -0.2 0.1 0.1
C 1.699634 0.112687 3.573465 0.2 -0.2 0.0
C -3.386866 -1.864547 -0.176444 0.0 0.0 0.1
C -0.747064 2.649596 2.147681 -0.9 0.5 -0.5
C -0.694971 3.040146 -4.513566 -0.1 0.2 0.1
C 3.441559 -1.971796 -5.215473 0.1 0.1 0.1
C -0.616826 3.757557 1.259351 -0.2 -0.3 0.1
C -0.682424 -2.028437 -1.643645 -0.3 -0.4 0.2
C 0.072258 0.328478 -3.316544 0.0 0.3 -0.2
C 1.214224 -0.344497 5.900453 0.0 -0.4 0.9
C 0.345956 1.722045 2.279092 0.2 0.6 2.0
C 0.060724 1.455164 4.767108 -0.4 -0.5 0.4
C 2.728347 -4.372801 -3.540944 0.0 0.0 0.1
C 1.967577 -0.587532 4.722508 -0.2 0.0 0.0
C 0.552910 -2.742415 -4.853433 -0.2 0.0 -0.1
C 2.187308 -1.528886 -2.376299 0.6 0.1 0.6
C -1.633831 4.698745 1.121325 0.1 -0.4 0.4
C 0.275002 0.717794 5.922696 0.1 0.1 -0.2
C 0.625094 -1.050210 8.140160 -0.1 0.2 -0.1
C -2.981136 3.494682 2.744802 0.2 -0.3 0.0
C 1.286459 2.902274 -2.190113 0.0 0.2 0.0
C -1.221055 -3.847686 0.780833 -0.1 0.0 0.1
C -1.981859 2.525703 2.859137 0.3 0.3 0.1
C -2.814091 4.569189 1.869197 0.4 -0.1 -0.3
C -0.910757 -0.884699 1.230409 -0.1 0.2 0.6
C 0.681020 1.113063 3.520098 -0.1 0.2 -0.3
H -3.612661 5.295446 1.733730 0.2 -0.1 0.1
H 0.699682 -3.392826 -5.729914 0.0 0.1 0.2
H 0.186492 -1.779066 -5.228144 0.1 -0.2 0.1
H -1.426719 -0.968826 2.202211 0.1 -0.1 -0.2
H -0.864454 4.102808 -4.294057 0.0 -0.1 -0.2
H -1.941198 3.285386 -1.538467 -0.1 -0.2 0.0
H -0.638851 2.287376 4.819977 0.4 -0.1 0.0
H 3.213931 -0.948346 -5.538268 0.1 -0.1 0.0
H 4.461022 -1.985924 -4.809763 -0.1 0.1 -0.1
H 1.056483 1.627679 1.460948 -0.2 -0.2 -0.1
H 0.702449 -0.057126 8.607810 0.1 -0.3 -0.2
H 1.652463 2.361546 -1.307742 -0.1 0.1 -0.2
H -1.507946 5.525904 0.430826 0.0 -0.1 0.1
H -3.592945 -0.912180 -0.684867 0.1 -0.2 0.1
H -1.609993 2.638512 -4.967993 0.2 0.1 0.1
H -0.424068 -1.267054 7.891407 0.3 0.0 0.0
H -0.251550 0.958037 6.855531 0.3 0.0 -0.6
H -1.442247 -1.892911 -2.440692 0.4 0.0 0.4
H 3.741393 -4.390339 -3.119469 -0.2 0.0 0.0
H 1.011741 -1.807978 8.816091 -0.1 0.1 0.0
H 0.108754 2.973340 -5.258345 -0.1 0.0 0.2
H 0.672543 0.247596 -0.546798 0.3 -0.9 -1.2
H -1.670087 -3.876833 1.782933 0.1 -0.1 -0.2
H 2.737156 -4.983796 -4.454287 0.0 0.1 0.2
H -3.907729 3.404463 3.322077 0.4 -0.1 -0.3
H -0.239642 -3.196112 -4.246130 0.1 0.1 -0.1
H 2.543588 -2.154698 -1.534399 0.0 0.1 -0.3
H 0.306792 3.872613 0.697190 -0.1 0.0 0.0
H -1.662016 -4.654065 0.181431 0.1 0.1 0.1
H 2.952700 -0.739380 -2.514767 -0.1 -0.3 0.0
H 2.098691 2.929662 -2.932814 -0.2 0.0 0.2
H 1.063496 3.936899 -1.889967 0.2 -0.2 -0.1
H -2.145011 1.668930 3.515171 0.0 0.2 -0.4
H -0.835581 -0.140942 -3.744924 0.4 0.3 0.2
H -1.085585 0.135090 0.871346 0.0 -0.1 -0.1
H -3.863336 -2.672137 -0.747748 0.1 0.2 0.1
H 3.431176 -2.613488 -6.107752 0.0 0.1 0.2
H 2.267061 -0.108465 2.665773 -0.2 0.0 0.3
H -3.849371 -1.827014 0.819582 0.0 0.0 -0.2
H -0.178045 -2.990991 -1.862298 -0.2 0.4 0.1
H 2.718043 -1.366607 4.759700 0.0 0.1 -0.1
H 2.048525 -4.850251 -2.824460 0.1 0.0 -0.1
H 0.161460 -0.994003 1.425276 -0.1 0.0 -0.1
H 0.872109 0.248728 -4.078087 -0.3 0.1 0.2
H -2.591720 1.738335 -2.131292 0.2 0.1 0.1
H -0.144395 -4.040713 0.883595 -0.2 0.0 0.0
H -1.467271 1.766186 -0.756647 0.0 0.1 -0.2

---

10
Properties=species:S:1:pos:R:3:forces:R:3 method="wB97M-V/def2-TZVPD" relative_energy_kcal_mol=50.2
Si -1.405627 0.057596 -0.015913 3.1 -1.4 0.0
N -1.445666 0.599036 3.001578 0.2 0.0 -0.4
C 0.802984 0.040374 -1.159350 -2.5 0.4 1.5
C 1.947770 -0.302511 -0.576939 -1.3 0.4 1.3
C -1.287614 0.405704 1.874806 -0.3 -0.2 -0.8
H 2.956294 -0.262014 -0.977786 -0.3 -0.1 -0.4
H -2.407650 1.122916 -0.430726 0.5 -0.9 -0.1
H 0.505635 0.392027 -2.137847 0.8 -0.2 -0.2
H -1.541193 -1.534509 -0.093345 -0.6 1.9 0.0
H 1.875067 -0.518618 0.515521 0.3 0.0 -0.9